{"formula": "C36H19BrF8N3O2RhSbSe", "method": "wB97M-V/def2-TZVPD", "homo_lumo_gap_ev": 6.8692, "total_charge": 1, "lumo_ev": -4.7, "homo_energy_ev": -11.5, "elements": ["Sb", "Rh", "Br", "Se", "F", "F", "F", "F", "F", "F", "F", "F", "O", "O", "N", "N", "N", "C", "C", "C", "C", "C", "C", "C", "C", "C", "C", "C", "C", "C", "C", "C", "C", "C", "C", "C", "C", "C", "C", "C", "C", "C", "C", "C", "C", "C", "C", "C", "C", "C", "C", "C", "C", "H", "H", "H", "H", "H", "H", "H", "H", "H", "H", "H", "H", "H", "H", "H", "H", "H", "H", "H"], "positions_angstrom": [[-1.0572, -0.5754, 0.9015], [0.9474, 0.7989, 0.1934], [3.7246, 1.3865, -7.8717], [2.2739, 3.8553, 2.7322], [1.8265, -0.0524, 2.8885], [4.2696, -3.9864, 2.1771], [3.2776, -2.0877, 3.8648], [-0.3068, -3.2097, 6.4255], [2.3723, -1.7851, -1.4778], [-2.3935, -5.5148, -2.5296], [-6.1080, 2.9881, 0.9318], [3.7906, -3.7912, -0.4887], [0.8330, 0.3924, -1.7471], [2.4597, 1.6929, -1.1240], [1.7621, 5.2539, 1.8044], [1.3126, 2.6962, 1.8020], [-0.0101, 2.7484, -0.0888], [1.8755, 1.0955, -2.0585], [-1.1460, -3.5531, -2.2827], [-3.9146, 0.2338, 0.1927], [-0.2116, -2.6877, 2.8707], [-0.0033, -3.2785, 4.1074], [-2.7612, -4.2384, -0.6050], [-3.9131, 2.6153, 1.6476], [-1.4134, -0.8778, 3.9249], [-2.4479, -3.1173, 0.1452], [-0.5492, 3.4712, -1.0256], [3.1484, 1.2965, -6.0815], [-0.5066, -2.6476, 5.2293], [0.7108, 3.4170, 0.8664], [-2.7856, 0.6112, 0.9145], [-5.0209, 2.2093, 0.9244], [2.0233, -0.8345, 0.6746], [3.3048, -2.8742, 0.3429], [0.2924, 5.5826, -0.1582], [-1.4936, -2.2093, -0.3184], [0.9451, 4.8154, 0.8630], [2.3044, 1.1621, -3.4646], [-2.7880, 1.8076, 1.6315], [-0.4504, 4.9091, -1.0683], [-5.0457, 1.0381, 0.1935], [-2.0994, -4.4309, -1.8050], [2.0584, 0.4981, -5.7600], [2.3113, -0.9734, 2.0243], [1.6377, 0.4330, -4.4443], [3.5554, -2.9756, 1.6998], [2.5532, -1.8148, -0.1471], [3.8242, 2.0267, -5.1136], [-0.8439, -2.4278, -1.5301], [-1.2139, -1.4612, 5.1659], [-0.9151, -1.4886, 2.7782], [3.3977, 1.9548, -3.7997], [3.0558, -2.0069, 2.5560], [-2.9426, -2.9655, 1.0979], [0.1785, -3.1712, 1.9815], [-5.9358, 0.7696, -0.3586], [1.5533, -0.0647, -6.5318], [-1.0795, 2.9364, -1.8056], [-0.6527, -3.7584, -3.2228], [0.7931, -0.1864, -4.1736], [-3.9221, -0.6871, -0.3774], [-3.4947, -4.9604, -0.2736], [-1.5950, -1.0160, 6.0744], [4.6720, 2.6378, -5.3882], [-0.0967, -1.7313, -1.8859], [0.4080, 6.6571, -0.1940], [-1.9755, 0.0469, 3.8655], [-1.9071, 2.1270, 2.1800], [-3.9458, 3.5421, 2.2039], [-0.9564, 5.4368, -1.8638], [3.9108, 2.5064, -3.0232], [0.5387, -4.2085, 4.2116]]}

{"formula": "C36H20CaF12N4OSSb", "method": "wB97M-V/def2-TZVPD", "homo_lumo_gap_ev": [5.7446, 5.7466], "total_charge": 1, "lumo_ev": [-5.8, -5.8], "homo_energy_ev": [-11.5, -11.5], "elements": ["Sb", "Ca", "S", "F", "F", "F", "F", "F", "F", "F", "F", "F", "F", "F", "F", "O", "N", "N", "N", "N", "C", "C", "C", "C", "C", "C", "C", "C", "C", "C", "C", "C", "C", "C", "C", "C", "C", "C", "C", "C", "C", "C", "C", "C", "C", "C", "C", "C", "C", "C", "C", "C", "C", "C", "C", "C", "H", "H", "H", "H", "H", "H", "H", "H", "H", "H", "H", "H", "H", "H", "H", "H", "H", "H", "H", "H"], "positions_angstrom": [[-0.1346, -0.9956, 0.2055], [0.8560, 0.7021, 2.8273], [3.3210, -0.7421, 5.1246], [-3.9170, -5.9099, 0.4687], [4.9876, -3.6025, -2.1250], [2.5772, 1.3415, -0.5952], [-2.7934, 1.6368, -4.7739], [-4.2005, 4.6271, -3.2753], [2.5245, 3.2021, 2.3901], [-4.7899, 0.5712, -0.8495], [3.4960, 3.2577, -0.1880], [1.3417, 3.0475, -0.0609], [-2.9482, 1.3213, 0.8481], [-2.3789, 5.3876, -1.5492], [3.8509, 1.5123, 1.8562], [2.1653, -0.3879, 4.1821], [-0.8631, 2.4216, 2.6723], [-6.3063, 3.4930, -5.1424], [-6.5993, -0.1986, -3.0921], [-0.4221, 6.0851, 0.7027], [-3.4336, -3.7139, 1.1188], [-5.9070, 2.9226, -4.2297], [-2.5852, 3.4050, -0.2531], [1.5836, -1.8812, -0.6434], [-1.0979, 1.6776, -3.1517], [-0.5128, 1.0901, -2.0383], [5.6258, -0.1430, 3.7886], [-2.5689, -2.6312, 1.0682], [-1.0749, -3.8654, -0.3579], [-6.0893, 0.8301, -3.0876], [-1.0006, 5.0953, 0.6410], [4.6151, 0.4834, 4.7604], [-1.2522, 3.0230, 1.7735], [4.2025, -2.0456, 4.2485], [-2.9781, 4.2209, -1.3830], [-1.6628, 3.8239, 0.6615], [-3.9091, 3.8315, -2.2670], [-2.1930, 1.0554, -3.7214], [3.0243, -2.3841, -2.5120], [-1.9261, -4.9590, -0.3135], [2.5290, 2.4336, 0.1992], [-2.7105, -0.1297, -3.2359], [-4.1946, 1.7334, -1.0408], [2.5546, 2.0083, 1.6540], [-3.0907, -4.8588, 0.4242], [-1.0179, -0.0988, -1.5095], [2.4648, -2.5462, 0.2065], [-4.5892, 2.5487, -2.1800], [-5.4898, 2.1342, -3.1069], [-1.3885, -2.6948, 0.3297], [4.9470, -1.3382, 3.1242], [-2.1147, -0.7031, -2.1199], [3.8733, -3.0398, -1.6418], [-3.2591, 2.1274, -0.1684], [3.6165, -3.1381, -0.2868], [1.8717, -1.8042, -2.0020], [6.5053, -0.4769, 4.3408], [-0.7130, 2.5938, -3.5809], [-2.8357, -1.7282, 1.6074], [3.2697, -2.3343, -3.5639], [-1.7032, -5.8770, -0.8397], [2.2560, -2.6211, 1.2699], [0.3483, 1.5697, -1.5939], [5.0493, 0.7987, 5.7077], [1.1999, -1.2880, -2.6772], [4.3094, -3.6689, 0.3517], [-0.1617, -3.9324, -0.9371], [-3.5609, -0.5911, -3.7215], [5.6665, -2.0060, 2.6513], [3.4639, -2.7890, 3.9511], [4.0769, 1.3230, 4.3214], [4.8850, -2.4943, 4.9747], [4.2472, -1.0009, 2.3580], [-4.3567, -3.6842, 1.6809], [5.9462, 0.5967, 3.0582], [-2.5208, -1.6294, -1.7327]]}

Short version: ΔE to the lowest compared entry with this formula, charge and spin = 0.0; 1.6 kJ/mol, in the order given.